Computed, not measured: a structure of composition C2H3EuLiO at a distorted geometry, with ωB97M-V/def2-TZVPD.

Summary:
* net charge: +1
* Kohn-Sham gap (alpha / beta): 5.196 / 6.862 eV
* expectation value of S²: 20.012
* HOMO level (alpha / beta): -9.6 / -11.6 eV
* multiplicity: 9
* F_max: 8.26 eV/Å
* relative energy (zero: lowest compared OMol25 entry of this formula, charge and spin): 189.5 kJ/mol

XYZ file:
```
8
Properties=species:S:1:pos:R:3:lowdin_spin:R:1
O 1.14254 -1.20942 0.66170 0.048
C 0.36034 -1.92487 1.48401 0.058
Li -0.98789 2.02788 1.46616 0.204
Eu 1.94057 0.40932 3.00189 7.667
H 0.94642 -2.37735 2.30925 0.007
C -1.07650 -0.85473 2.17058 0.018
H -1.46061 -1.40283 3.04360 0.000
H -1.85776 -0.77391 1.39081 -0.002
```